{
  "formula": "H26O13",
  "method": "wB97M-V/def2-TZVPD",
  "species": ["H", "H", "H", "H", "H", "H", "H", "H", "H", "H", "H", "H", "H", "H", "H", "H", "H", "H", "H", "H", "H", "H", "H", "H", "H", "H", "O", "O", "O", "O", "O", "O", "O", "O", "O", "O", "O", "O", "O"],
  "positions_angstrom": [[0.3023, -0.1481, -0.1929], [0.4278, -0.5853, -1.6431], [1.3889, -3.5325, 3.6307], [0.2424, -3.5010, 2.6334], [-0.5823, 5.0990, -1.0162], [-0.3552, 3.7444, -0.3655], [-1.4606, -2.0819, 2.9489], [-2.1529, -0.9913, 2.1481], [-0.1210, -0.5230, 1.8028], [-0.3484, -1.9047, 1.2118], [3.8476, -0.2444, 0.1427], [4.7548, -0.6102, 1.3061], [-2.5132, 2.8926, -2.8527], [-1.3667, 1.9670, -3.2253], [0.3452, -4.8748, -1.1648], [1.0903, -4.3160, -2.3659], [-2.6553, 0.1294, -3.5173], [-4.0414, 0.5860, -3.0925], [1.7206, 2.0990, -1.1807], [0.4517, 2.0943, -0.3441], [3.7225, 1.7815, 2.4498], [2.5663, 0.9059, 1.9954], [-0.7405, -1.1231, -3.4702], [-1.6852, -2.3119, -3.4048], [-1.9389, 1.0489, 1.5930], [-1.8950, 2.5656, 1.6797], [0.0591, 0.1115, -1.0887], [0.7496, -2.9352, 3.2264], [-0.3392, 4.6897, -0.1781], [-2.3307, -1.7949, 2.6497], [0.3325, -1.2340, 1.3360], [4.7735, -0.2549, 0.4103], [-1.8844, 2.2700, -2.4708], [1.2115, -4.5539, -1.4398], [-3.1414, 0.9066, -3.2193], [1.1668, 1.5215, -0.6432], [3.0700, 1.1531, 2.7791], [-1.5526, -1.4261, -3.0488], [-1.9902, 1.7758, 2.2238]],
  "atomic_forces_ev_per_a": [[0.0457, -0.5193, -0.3126], [-0.3019, -0.2520, 0.2794], [-0.0713, 0.0459, 0.0974], [0.2309, -0.1149, 0.0399], [-0.0232, -0.0933, 0.0594], [-0.1776, 0.2666, -0.2020], [0.0089, 0.0671, 0.4298], [-0.3119, -0.0936, 0.1938], [0.2387, 0.0094, 0.3005], [0.0687, 0.0967, -0.2437], [0.0578, -0.0231, -0.0072], [-0.0271, 0.0732, -0.0028], [0.1225, -0.2801, 0.0463], [-0.1224, 0.1611, 0.3037], [0.0917, -0.0060, 0.0110], [0.0968, -0.0333, 0.0867], [-0.0910, -0.3755, 0.2487], [-0.1408, -0.2845, -0.2129], [0.3440, 0.5297, 0.2509], [0.1609, -0.1841, -0.1756], [-0.0494, -0.0524, -0.0009], [-0.0381, 0.0798, 0.0197], [0.0094, 0.0185, 0.0859], [-0.0904, 0.0268, -0.0308], [-0.1642, 0.2577, -0.1515], [-0.0377, 0.0554, 0.0446], [-4.5329, -5.8029, -1.9690], [-0.0954, -0.4622, 0.2928], [0.0203, -0.0618, 0.0351], [0.1479, -0.0820, -0.3009], [-0.1423, 0.5094, -0.3099], [-0.0802, -0.0212, -0.0124], [3.3391, 3.6898, 1.6260], [-0.2037, 0.0290, -0.0921], [-3.2545, -2.6110, -1.7243], [4.6218, 5.9935, 1.7944], [0.0488, -0.0371, -0.0619], [0.1218, -0.3004, -0.3318], [0.1804, -0.2186, -0.1040]],
  "lowdin_charge": [0.000, 0.043, 0.052, 0.035, 0.040, -0.010, 0.006, 0.011, 0.044, 0.042, 0.021, 0.034, 0.049, 0.044, 0.031, 0.028, 0.011, 0.056, 0.067, 0.033, 0.039, 0.007, 0.049, 0.055, 0.012, 0.036, -0.120, -0.051, -0.052, -0.033, -0.045, -0.061, -0.099, -0.058, -0.097, -0.084, -0.059, -0.043, -0.037],
  "total_charge": 0,
  "homo_ev": -8.239
}